This record from the Open Molecules 2025 dataset describes a 2-piece molecular cluster, C6H10O overall. The level of theory is ωB97M-V/def2-TZVPD.

Computed properties:
- energy relative to the best compared isomer or geometry (same formula, charge and spin) (kJ/mol) = 23.2
- HOMO level (alpha / beta) (eV) = -0.43 / -2.78
- frontier orbital gap (alpha / beta) (hartree) = 0.166 / 0.249
- total charge = -1
- multiplicity = 2

Element x y z (Å)
1 C 0.274 0.968 -0.168
2 C 0.145 2.290 -0.440
3 C -0.117 0.918 2.289
4 C 0.176 0.260 1.076
5 C 0.266 -1.153 1.017
6 C 0.653 -1.974 0.003
7 H 0.357 0.309 -1.021
8 H 0.240 2.633 -1.468
9 H 0.000 3.083 0.288
10 H -0.422 0.385 3.182
11 H -0.088 1.996 2.290
12 H 0.008 -1.648 1.956
13 H 0.500 -3.053 0.076
14 H 1.078 -1.679 -0.950
15 H -1.248 -0.358 -2.741
16 H -1.002 -1.812 -2.341
17 O -0.820 -1.166 -3.047

Here are the natural (NBO) charges for atoms 1 to 5, given in e: -0.1898, -0.5618, -0.5931, -0.2375, -0.1592



This record from the Open Molecules 2025 dataset describes one molecule with the formula C2H2ClN. The level of theory is ωB97M-V/def2-TZVPD.

Computed properties:
- energy relative to the best compared isomer or geometry (same formula, charge and spin) (kJ/mol) = 284.5
- HOMO level (eV) = -9.33
- frontier orbital gap (hartree) = 0.322
- SMILES = C#CNCl

Element x y z (Å)
1 C 1.302 0.783 -0.082
2 C 0.331 0.063 0.008
3 N -0.783 -0.756 0.246
4 Cl -2.373 0.201 0.298
5 H 2.201 1.314 -0.145
6 H -0.677 -1.605 -0.325

Here are the natural (NBO) charges for atoms 1 to 5, given in e: -0.2689, 0.1225, -0.6030, 0.1002, 0.2376



This record from the Open Molecules 2025 dataset describes C29H24N5O2STi as an isolated structure. The level of theory is ωB97M-V/def2-TZVPD.

Computed properties:
- energy relative to the best compared isomer or geometry (same formula, charge and spin) (kJ/mol) = 0.0
- HOMO level (alpha / beta) (eV) = -3.15 / -2.71
- frontier orbital gap (alpha / beta) (hartree) = 0.174 / 0.158
- total charge = -1

Element x y z (Å)
1 Ti -0.100 -0.573 0.206
2 O -3.082 -2.447 6.173
3 C -1.871 -2.177 6.061
4 O -0.972 -2.137 6.925
5 C -1.406 -1.816 4.632
6 C -2.275 -1.861 3.570
7 C -1.830 -1.553 2.267
8 N -0.548 -1.093 2.104
9 C 0.359 -1.233 3.112
10 C -0.039 -1.558 4.380
11 C 1.706 -1.163 2.581
12 C 2.875 -1.190 3.351
13 C 4.095 -1.202 2.724
14 C 4.135 -1.179 1.323
15 C 2.956 -1.119 0.626
16 N 1.743 -1.100 1.223
17 C -2.454 -1.892 1.045
18 C -3.833 -2.209 0.912
19 C -4.339 -2.624 -0.277
20 C -3.463 -2.722 -1.402
21 C -2.166 -2.352 -1.255
22 N -1.619 -1.912 -0.084
23 H -3.281 -2.207 3.776
24 H 0.645 -1.682 5.209
25 H 2.786 -1.212 4.429
26 H 5.010 -1.233 3.302
27 H 5.071 -1.192 0.783
28 H 2.937 -1.067 -0.453
29 H -4.462 -2.119 1.788
30 H -5.387 -2.876 -0.375
31 H -3.816 -3.069 -2.363
32 H -1.477 -2.377 -2.093
33 C 1.495 -0.469 -3.843
34 C 2.191 0.618 -3.072
35 C 3.199 1.364 -3.664
36 C 3.855 2.369 -2.966
37 C 3.484 2.624 -1.655
38 C 2.478 1.901 -1.023
39 C 2.124 2.229 0.401
40 C 1.811 0.866 -1.728
41 N 0.820 0.123 -1.152
42 H 2.083 -0.768 -4.712
43 H 0.514 -0.140 -4.204
44 H 1.317 -1.339 -3.211
45 H 3.479 1.146 -4.690
46 H 4.643 2.944 -3.437
47 H 3.981 3.412 -1.098
48 H 2.287 3.289 0.603
49 H 2.733 1.659 1.109
50 H 1.078 2.008 0.620
51 S -1.840 1.365 0.457
52 C -2.115 2.056 -1.052
53 N -3.073 3.025 -1.130
54 C -3.444 3.669 -2.266
55 C -2.839 3.374 -3.441
56 C -1.823 2.388 -3.426
57 C -1.469 1.743 -2.280
58 H -3.533 3.249 -0.258
59 H -4.226 4.404 -2.152
60 H -3.127 3.883 -4.347
61 H -1.311 2.141 -4.348
62 H -0.672 1.009 -2.234

Here are the natural (NBO) charges for atoms 1 to 5, given in e: 1.4278, -0.7591, 0.7404, -0.7627, -0.1227



This record from the Open Molecules 2025 dataset describes a 9-piece molecular cluster, C38H76F24N9O19S8 overall. The level of theory is ωB97M-V/def2-TZVPD.

Computed properties:
- HOMO level (eV) = -8.17
- frontier orbital gap (hartree) = 0.175
- total charge = +1

Element x y z (Å)
1 C 6.093 -9.870 -0.463
2 C 6.421 -9.378 1.071
3 C 5.188 -8.688 1.710
4 O 5.415 -8.610 3.159
5 C 6.449 -7.592 3.513
6 N 6.806 -10.544 1.912
7 H 6.585 -10.323 2.872
8 H 6.390 -11.432 1.673
9 H 7.815 -10.510 1.947
10 H 5.769 -9.080 -1.140
11 H 5.382 -10.696 -0.474
12 H 7.006 -10.250 -0.921
13 H 7.240 -8.665 0.980
14 H 4.236 -9.176 1.507
15 H 5.060 -7.644 1.422
16 H 7.447 -7.943 3.249
17 H 6.357 -7.329 4.567
18 H 6.297 -6.605 3.075
19 C 5.796 5.675 -7.816
20 C 5.141 5.974 -9.137
21 C 4.179 4.956 -9.654
22 O 3.308 4.308 -8.734
23 C 1.901 4.541 -8.924
24 N 4.400 7.306 -9.039
25 H 3.506 7.016 -8.671
26 H 4.948 7.990 -8.536
27 H 4.340 7.678 -9.976
28 H 6.742 5.134 -7.841
29 H 5.049 5.122 -7.248
30 H 6.116 6.512 -7.195
31 H 5.863 6.256 -9.904
32 H 4.748 4.197 -10.190
33 H 3.615 5.514 -10.401
34 H 1.658 4.167 -9.919
35 H 1.802 5.622 -8.826
36 H 1.175 4.128 -8.224
37 C -8.217 -8.489 4.260
38 C -7.003 -8.776 3.342
39 C -5.665 -8.448 4.036
40 O -4.592 -9.013 3.313
41 C -3.317 -8.852 4.062
42 N -6.908 -10.259 3.006
43 H -7.170 -10.883 3.755
44 H -7.429 -10.452 2.162
45 H -5.908 -10.371 2.922
46 H -8.027 -8.903 5.251
47 H -9.137 -8.909 3.853
48 H -8.387 -7.414 4.314
49 H -7.026 -8.284 2.369
50 H -5.590 -8.776 5.073
51 H -5.432 -7.385 4.097
52 H -3.290 -7.846 4.479
53 H -2.501 -8.854 3.339
54 H -3.068 -9.558 4.855
55 C 2.207 7.059 6.965
56 C 2.449 7.445 8.453
57 C 1.364 6.966 9.333
58 N 1.756 6.948 10.855
59 C 0.427 6.933 11.618
60 C 0.561 6.673 13.198
61 C 1.517 5.426 13.468
62 C 2.806 5.384 12.572
63 C 2.523 5.645 11.158
64 C 2.555 8.178 11.367
65 H 2.936 7.370 6.217
66 H 1.328 7.545 6.542
67 H 2.030 6.004 6.761
68 H 2.528 8.531 8.481
69 H 3.392 7.007 8.782
70 H 1.007 5.975 9.053
71 H 0.477 7.589 9.220
72 H -0.250 6.171 11.232
73 H -0.020 7.886 11.336
74 H -0.371 6.459 13.722
75 H 0.866 7.582 13.716
76 H 1.064 4.437 13.406
77 H 1.878 5.313 14.491
78 H 3.283 4.432 12.800
79 H 3.498 6.080 13.046
80 H 1.875 4.853 10.782
81 H 3.491 5.732 10.666
82 H 2.132 9.035 10.843
83 H 3.594 7.938 11.139
84 H 2.326 8.381 12.413
85 C 0.825 2.840 -1.579
86 C -0.124 2.076 -2.545
87 C -1.424 1.416 -1.815
88 N -1.061 0.190 -0.977
89 C -2.326 -0.790 -0.995
90 C -1.992 -2.178 -0.396
91 C -0.841 -2.793 -1.257
92 C 0.446 -1.946 -1.034
93 C 0.200 -0.603 -1.570
94 C -0.784 0.608 0.463
95 H 1.511 3.490 -2.122
96 H 1.379 2.197 -0.895
97 H 0.185 3.513 -1.008
98 H 0.401 1.346 -3.161
99 H -0.384 2.783 -3.332
100 H -2.072 1.154 -2.651
101 H -2.097 1.934 -1.132
102 H -2.541 -0.901 -2.057
103 H -3.120 -0.318 -0.417
104 H -2.823 -2.882 -0.340
105 H -1.711 -1.965 0.636
106 H -1.070 -2.933 -2.313
107 H -0.739 -3.816 -0.895
108 H 1.218 -2.406 -1.652
109 H 0.968 -1.990 -0.078
110 H -0.075 -0.796 -2.607
111 H 1.159 -0.093 -1.476
112 H -0.063 1.407 0.636
113 H -0.433 -0.281 0.987
114 H -1.663 1.008 0.968
115 C -6.550 2.038 -11.668
116 F -6.578 1.873 -13.004
117 F -5.787 3.093 -11.350
118 F -7.779 2.244 -11.160
119 S -5.917 0.344 -10.919
120 O -6.726 -0.607 -11.580
121 O -4.462 0.297 -11.266
122 N -6.062 0.887 -9.242
123 S -6.471 -0.441 -8.593
124 O -6.386 -0.238 -7.132
125 O -7.687 -1.090 -9.062
126 C -4.893 -1.662 -8.888
127 F -3.763 -1.015 -8.769
128 F -5.011 -2.651 -7.958
129 F -4.997 -2.279 -10.114
130 C 7.333 -7.828 -8.319
131 F 6.984 -9.098 -8.678
132 F 7.186 -7.654 -6.977
133 F 8.564 -7.523 -8.684
134 S 5.935 -6.721 -9.211
135 O 6.352 -6.804 -10.582
136 O 4.664 -7.404 -8.983
137 N 6.131 -5.110 -8.622
138 S 4.928 -4.997 -7.632
139 O 3.619 -4.848 -8.306
140 O 4.900 -5.916 -6.476
141 C 5.203 -3.217 -6.867
142 F 5.716 -2.443 -7.770
143 F 4.083 -2.681 -6.443
144 F 6.082 -3.284 -5.869
145 C -4.051 9.935 -5.421
146 F -3.083 10.841 -5.747
147 F -4.989 10.593 -4.754
148 F -4.507 9.335 -6.545
149 S -3.312 8.660 -4.135
150 O -2.228 7.991 -4.881
151 O -2.876 9.507 -2.971
152 N -4.620 7.495 -3.817
153 S -4.856 7.723 -2.298
154 O -3.688 7.316 -1.456
155 O -5.609 8.998 -2.054
156 C -6.178 6.349 -2.095
157 F -5.854 5.247 -2.675
158 F -6.388 6.165 -0.745
159 F -7.356 6.628 -2.643
160 C -0.207 -1.975 6.114
161 F 0.712 -2.549 6.898
162 F 0.278 -0.712 5.650
163 F -0.223 -2.799 5.077
164 S -1.967 -1.756 6.959
165 O -2.418 -3.106 7.275
166 O -1.635 -0.822 8.085
167 N -2.941 -0.990 5.751
168 S -4.324 -1.092 6.228
169 O -5.164 -1.986 5.423
170 O -4.468 -1.230 7.624
171 C -4.957 0.790 6.109
172 F -4.629 1.479 4.964
173 F -6.291 0.629 6.126
174 F -4.535 1.538 7.147

Here are the Mulliken charges for atoms 1 to 5, given in e: -1.3981, -0.0067, -0.5101, -0.4764, -0.6700



This record from the Open Molecules 2025 dataset describes C5H13N4 as an isolated structure. The level of theory is ωB97M-V/def2-TZVPD.

Computed properties:
- energy relative to the best compared isomer or geometry (same formula, charge and spin) (kJ/mol) = 0.0
- HOMO level (eV) = -13.33
- frontier orbital gap (hartree) = 0.389
- total charge = +1

Element x y z (Å)
1 C 0.795 -1.098 0.320
2 C -0.484 -0.858 0.070
3 C 1.744 0.048 0.463
4 C -0.947 0.574 -0.006
5 C -1.551 -1.882 -0.121
6 N 2.838 0.043 -0.412
7 N -1.588 1.032 1.095
8 N -1.466 0.961 -1.195
9 N 0.789 1.313 0.066
10 H 1.196 -2.094 0.409
11 H 2.011 0.229 1.508
12 H -2.344 -1.733 0.610
13 H -1.146 -2.882 -0.011
14 H -1.998 -1.787 -1.108
15 H 2.891 -0.745 -1.042
16 H 3.735 0.282 -0.017
17 H -1.312 0.696 2.001
18 H -2.026 1.938 1.070
19 H -1.916 1.858 -1.268
20 H -1.089 0.573 -2.042
21 H 0.903 2.081 0.719
22 H 1.090 1.613 -0.859

Here are the natural (NBO) charges for atoms 1 to 5, given in e: -0.2048, -0.0092, 0.1016, 0.5184, -0.6441



This record from the Open Molecules 2025 dataset describes an isolated ion of composition C4H9O2 and charge -1. The level of theory is ωB97M-V/def2-TZVPD.

Computed properties:
- energy relative to the best compared isomer or geometry (same formula, charge and spin) (kJ/mol) = 293.3
- HOMO level (eV) = -2.19
- frontier orbital gap (hartree) = 0.226
- total charge = -1
- SMILES = [O-]CCCCO

Element x y z (Å)
1 C 0.924 0.888 -1.173
2 O -0.187 1.007 -1.823
3 C 0.742 0.925 0.443
4 C -0.515 0.118 0.717
5 C -0.536 -1.193 0.038
6 O -1.451 -2.124 0.660
7 H 1.626 1.685 -1.434
8 H 1.439 -0.054 -1.468
9 H 0.736 2.025 0.819
10 H 1.629 0.546 0.842
11 H -1.474 0.729 0.432
12 H -0.392 -0.010 1.834
13 H -0.814 -1.134 -1.045
14 H 0.408 -1.828 0.121
15 H -2.134 -1.580 1.037

Here are the natural (NBO) charges for atoms 1 to 5, given in e: 0.0040, -0.9504, -0.4433, -0.4607, -0.0792



This record from the Open Molecules 2025 dataset describes C2H4BeO as an isolated structure. The level of theory is ωB97M-V/def2-TZVPD.

Computed properties:
- energy relative to the best compared isomer or geometry (same formula, charge and spin) (kJ/mol) = 0.0
- HOMO level (eV) = -8.94
- frontier orbital gap (hartree) = 0.339

Element x y z (Å)
1 H 0.542 2.662 0.850
2 C -0.784 -1.394 0.039
3 C -0.916 -0.089 -0.282
4 O 0.836 2.063 0.166
5 Be 0.328 0.773 -0.096
6 H -1.633 -2.024 0.339
7 H 0.168 -1.929 -0.061
8 H -1.737 0.099 -0.995

Here are the natural (NBO) charges for atoms 1 to 5, given in e: 0.4960, -0.3266, -1.0254, -1.3389, 1.6169



This record from the Open Molecules 2025 dataset describes C9H21N3O3Sn as an isolated structure. The level of theory is ωB97M-V/def2-TZVPD.

Computed properties:
- energy relative to the best compared isomer or geometry (same formula, charge and spin) (kJ/mol) = 10.0
- HOMO level (eV) = -15.94
- frontier orbital gap (hartree) = 0.263
- total charge = +2

Element x y z (Å)
1 Sn -1.949 1.515 0.042
2 C -2.472 -2.635 1.583
3 C -1.231 -2.117 0.915
4 O -0.992 -0.893 0.779
5 N -0.347 -3.020 0.516
6 C 0.825 -2.648 -0.278
7 H -3.007 -1.781 1.998
8 H -2.166 -3.247 2.432
9 H -3.179 -3.177 0.958
10 H -0.511 -4.010 0.600
11 H 1.670 -2.314 0.316
12 H 0.545 -1.865 -0.983
13 H 1.066 -3.517 -0.886
14 C 2.024 0.321 2.245
15 C 1.038 1.415 2.531
16 O 0.227 1.809 1.666
17 N 1.052 1.936 3.759
18 C 0.148 2.973 4.199
19 H 1.499 -0.605 2.511
20 H 2.938 0.391 2.828
21 H 2.221 0.179 1.186
22 H 1.643 1.455 4.417
23 H 0.569 3.972 4.075
24 H -0.073 2.829 5.254
25 H -0.798 2.995 3.663
26 C 1.475 1.683 -3.163
27 C 0.172 0.942 -3.180
28 O -0.458 0.739 -2.112
29 N -0.281 0.565 -4.370
30 C -1.604 0.008 -4.624
31 H 2.327 1.023 -2.997
32 H 1.445 2.505 -2.454
33 H 1.680 2.105 -4.149
34 H 0.281 0.854 -5.155
35 H -1.507 -1.056 -4.837
36 H -2.026 0.467 -5.516
37 H -2.245 0.203 -3.771

Here are the natural (NBO) charges for atoms 1 to 5, given in e: 1.7759, -0.7162, 0.7081, -0.7903, -0.5449



- Which formula does entry 1 have?
  C6H10O



- Which formula does entry 2 have?
  C2H2ClN